(1)
{
  "formula": "C38H31N2O2PtS",
  "method": "ωB97M-V/def2-TZVPD",
  "homo_lumo_gap_ha": 0.2428,
  "e_above_lowest_ev": 0.0000,
  "total_charge": -1,
  "symbols": ["Pt", "O", "C", "C", "C", "C", "C", "C", "C", "C", "C", "O", "C", "C", "C", "C", "C", "C", "C", "C", "C", "C", "C", "C", "N", "C", "C", "C", "C", "C", "C", "C", "C", "C", "C", "C", "C", "H", "H", "H", "H", "H", "H", "H", "H", "H", "H", "H", "H", "H", "H", "H", "H", "H", "H", "H", "H", "H", "H", "H", "H", "H", "H", "H", "S", "C", "C", "C", "C", "C", "N", "H", "H", "H", "H"],
  "coordinates": [[0.361, -0.209, -0.442], [1.329, -1.750, 0.484], [1.014, -2.080, 1.784], [-0.518, -2.186, 1.996], [-1.262, -0.883, 2.016], [-1.879, -0.361, 3.143], [-2.690, 0.755, 3.001], [-2.933, 1.274, 1.740], [-2.271, 0.719, 0.654], [-2.521, 1.102, -0.773], [-1.469, 2.096, -1.310], [-0.204, 1.667, -0.992], [-1.606, 2.266, -2.828], [-0.552, 2.896, -3.487], [-0.583, 3.086, -4.857], [-1.671, 2.642, -5.602], [-2.718, 2.005, -4.960], [-2.684, 1.818, -3.580], [-1.714, 3.448, -0.614], [-0.986, 3.762, 0.529], [-1.232, 4.941, 1.221], [-2.207, 5.826, 0.778], [-2.932, 5.523, -0.367], [-2.684, 4.343, -1.057], [-1.389, -0.273, 0.832], [1.535, -1.076, 2.834], [1.485, -1.394, 4.192], [1.874, -0.477, 5.156], [2.328, 0.780, 4.775], [2.398, 1.098, 3.427], [2.008, 0.175, 2.462], [1.685, -3.439, 2.029], [0.999, -4.646, 2.061], [1.680, -5.852, 2.199], [3.061, -5.867, 2.299], [3.758, -4.664, 2.254], [3.076, -3.468, 2.119], [-0.890, -2.742, 1.132], [-0.755, -2.742, 2.905], [-1.730, -0.834, 4.104], [-3.169, 1.191, 3.869], [-3.619, 2.096, 1.588], [-2.407, 0.188, -1.361], [-3.541, 1.478, -0.885], [0.306, 3.203, -2.902], [0.252, 3.569, -5.352], [-1.692, 2.782, -6.676], [-3.565, 1.640, -5.530], [-3.513, 1.309, -3.104], [-0.219, 3.069, 0.849], [-0.657, 5.170, 2.110], [-2.394, 6.748, 1.315], [-3.686, 6.211, -0.731], [-3.247, 4.119, -1.956], [1.143, -2.379, 4.496], [1.829, -0.745, 6.206], [2.634, 1.501, 5.525], [2.759, 2.071, 3.116], [2.069, 0.415, 1.408], [-0.079, -4.666, 1.968], [1.124, -6.781, 2.220], [3.592, -6.805, 2.404], [4.840, -4.662, 2.317], [3.620, -2.533, 2.068], [2.159, -0.069, -1.825], [1.888, -1.345, -2.979], [2.930, -1.619, -3.894], [2.764, -2.605, -4.835], [1.567, -3.321, -4.867], [0.606, -2.985, -3.934], [0.741, -2.029, -3.015], [3.847, -1.047, -3.832], [3.558, -2.824, -5.541], [1.391, -4.110, -5.586], [-0.344, -3.513, -3.919]]
}



(2)
{
  "formula": "C38H31N8O7RuS3Se",
  "method": "ωB97M-V/def2-TZVPD",
  "homo_lumo_gap_ha": 0.2212,
  "e_above_lowest_ev": 1.6041,
  "total_charge": 1,
  "symbols": ["Ru", "O", "S", "O", "N", "C", "C", "C", "C", "C", "C", "C", "C", "N", "C", "C", "C", "C", "C", "C", "C", "H", "H", "H", "H", "H", "H", "H", "H", "H", "H", "H", "S", "N", "C", "C", "C", "C", "C", "N", "C", "C", "N", "C", "C", "C", "C", "C", "N", "H", "H", "H", "H", "H", "H", "O", "Se", "O", "O", "O", "C", "C", "C", "N", "C", "S", "N", "C", "O", "C", "C", "C", "C", "C", "C", "H", "H", "H", "H", "H", "H", "H", "H", "H", "H", "H", "H", "H", "H"],
  "coordinates": [[0.157, 0.246, -1.495], [0.592, -1.730, -0.010], [0.822, -2.548, -1.199], [0.165, -3.800, -1.402], [0.187, -1.475, -2.292], [0.193, -1.551, -3.693], [0.192, -2.672, -4.476], [0.181, -2.533, -5.884], [0.147, -1.307, -6.484], [0.116, -0.131, -5.692], [0.081, 1.186, -6.202], [0.064, 2.246, -5.337], [0.085, 2.020, -3.951], [0.115, 0.806, -3.454], [0.141, -0.274, -4.299], [2.547, -2.810, -1.376], [2.985, -3.676, -2.369], [4.344, -3.914, -2.492], [5.234, -3.313, -1.611], [4.775, -2.473, -0.604], [3.423, -2.207, -0.483], [0.189, -3.656, -4.026], [0.194, -3.427, -6.493], [0.143, -1.218, -7.563], [0.071, 1.345, -7.273], [0.043, 3.267, -5.689], [0.091, 2.839, -3.246], [2.280, -4.174, -3.020], [4.707, -4.579, -3.263], [6.294, -3.508, -1.705], [5.474, -2.013, 0.081], [3.050, -1.530, 0.271], [-5.667, 5.027, -0.737], [-4.306, 4.922, 0.116], [-3.674, 3.838, -0.301], [-2.410, 3.346, 0.219], [-1.725, 3.871, 1.315], [-0.574, 3.242, 1.728], [-0.095, 2.133, 1.030], [-0.734, 1.642, -0.026], [-1.880, 2.225, -0.409], [-2.595, 1.515, -1.442], [-2.004, 0.375, -1.833], [-2.678, -0.449, -2.629], [-3.941, -0.132, -3.118], [-4.530, 1.064, -2.766], [-3.855, 1.907, -1.884], [-4.375, 3.141, -1.325], [-5.520, 3.714, -1.657], [-2.112, 4.741, 1.831], [-0.020, 3.603, 2.583], [0.845, 1.656, 1.283], [-2.196, -1.384, -2.879], [-4.446, -0.837, -3.763], [-5.511, 1.341, -3.129], [1.208, 2.101, -1.450], [2.724, 1.433, -0.982], [2.729, 1.230, 0.615], [2.210, 0.022, -1.740], [4.039, 2.027, -1.638], [1.629, -2.465, 4.750], [1.134, -2.624, 3.318], [-0.380, -2.550, 3.191], [-0.869, -1.193, 3.448], [-1.695, -0.522, 2.668], [-2.339, -1.097, 1.226], [-2.057, 0.760, 3.033], [-1.744, 1.614, 4.093], [-2.407, 2.614, 4.222], [-0.582, 1.335, 4.988], [0.714, 1.235, 4.488], [1.785, 1.122, 5.360], [1.562, 1.081, 6.730], [0.269, 1.167, 7.228], [-0.803, 1.311, 6.362], [2.701, -2.650, 4.821], [1.126, -3.167, 5.418], [1.457, -1.456, 5.134], [1.448, -3.593, 2.922], [1.574, -1.868, 2.662], [-0.859, -3.229, 3.901], [-0.701, -2.822, 2.190], [-0.539, -0.741, 4.292], [-2.784, 1.147, 2.443], [0.890, 1.245, 3.418], [2.792, 1.061, 4.968], [2.398, 0.984, 7.410], [0.096, 1.137, 8.296], [-1.810, 1.419, 6.743]]
}



(3)
{
  "formula": "C38H32B2F10N2O5",
  "method": "ωB97M-V/def2-TZVPD",
  "homo_lumo_gap_ha": 0.3049,
  "smiles": "CCOB(O)c1c(C(F)(F)C(F)F)c(F)c2ncc(B(O)O)nc2c1CC(=O)F.Fc1ccccc1.Fc1ccccc1.Fc1ccccc1.Fc1ccccc1",
  "symbols": ["C", "C", "O", "B", "O", "C", "C", "C", "F", "F", "C", "F", "F", "C", "F", "C", "N", "C", "C", "B", "O", "O", "N", "C", "C", "C", "C", "O", "F", "H", "H", "H", "H", "H", "H", "H", "H", "H", "H", "H", "H", "F", "C", "C", "C", "C", "C", "C", "H", "H", "H", "H", "H", "F", "C", "C", "C", "C", "C", "C", "H", "H", "H", "H", "H", "F", "C", "C", "C", "C", "C", "C", "H", "H", "H", "H", "H", "F", "C", "C", "C", "C", "C", "C", "H", "H", "H", "H", "H"],
  "coordinates": [[-3.545, -2.461, -0.333], [-2.631, -1.247, -0.467], [-3.406, -0.066, -0.721], [-3.812, 0.739, 0.295], [-5.102, 1.177, 0.242], [-2.790, 1.267, 1.409], [-2.898, 1.035, 2.824], [-4.076, 0.267, 3.373], [-5.244, 0.835, 2.948], [-4.119, 0.313, 4.718], [-4.127, -1.224, 2.940], [-4.660, -1.965, 3.935], [-2.878, -1.682, 2.711], [-1.928, 1.525, 3.645], [-1.923, 1.321, 4.949], [-0.844, 2.288, 3.151], [0.079, 2.758, 4.025], [1.060, 3.432, 3.502], [1.182, 3.667, 2.103], [2.426, 4.468, 1.531], [2.775, 5.658, 2.092], [3.144, 3.955, 0.482], [0.280, 3.235, 1.257], [-0.762, 2.534, 1.774], [-1.760, 2.014, 0.911], [-1.639, 2.323, -0.561], [-1.011, 1.256, -1.408], [-1.121, 1.136, -2.588], [-0.207, 0.425, -0.697], [-3.160, -3.175, 0.386], [-4.550, -2.136, -0.070], [-3.622, -2.957, -1.298], [-2.000, -1.394, -1.339], [-1.957, -1.132, 0.381], [-5.236, 1.946, 0.804], [-4.776, -1.347, 2.073], [1.822, 3.803, 4.173], [3.730, 5.778, 2.076], [3.063, 2.995, 0.479], [-2.592, 2.592, -1.008], [-0.989, 3.188, -0.691], [-0.489, -2.123, -2.709], [-0.711, -2.241, -4.038], [-0.166, -3.314, -4.714], [-0.406, -3.430, -6.075], [-1.173, -2.479, -6.734], [-1.704, -1.407, -6.028], [-1.478, -1.281, -4.665], [0.435, -4.039, -4.182], [0.008, -4.266, -6.622], [-1.354, -2.572, -7.796], [-2.297, -0.662, -6.540], [-1.880, -0.456, -4.094], [-0.923, -3.863, 0.321], [-0.742, -5.197, 0.233], [-1.002, -5.979, 1.340], [-0.818, -7.350, 1.238], [-0.378, -7.913, 0.048], [-0.123, -7.102, -1.049], [-0.308, -5.729, -0.963], [-1.339, -5.517, 2.258], [-1.021, -7.981, 2.093], [-0.235, -8.983, -0.024], [0.222, -7.537, -1.977], [-0.124, -5.075, -1.805], [5.804, 6.394, -4.724], [4.621, 5.899, -4.304], [3.522, 6.011, -5.131], [2.309, 5.496, -4.695], [2.213, 4.890, -3.450], [3.333, 4.792, -2.635], [4.552, 5.297, -3.064], [3.620, 6.492, -6.094], [1.438, 5.570, -5.332], [1.264, 4.492, -3.115], [3.258, 4.326, -1.664], [5.441, 5.228, -2.451], [3.850, 2.228, 4.618], [3.864, 0.875, 4.608], [3.416, 0.198, 5.723], [3.423, -1.189, 5.701], [3.879, -1.871, 4.581], [4.326, -1.164, 3.474], [4.318, 0.224, 3.480], [3.067, 0.751, 6.585], [3.070, -1.738, 6.563], [3.883, -2.952, 4.571], [4.684, -1.692, 2.601], [4.659, 0.796, 2.627]]
}



Q: What is the formula in the first record?
A: C38H31N2O2PtS